The following is a DFT calculation (the ωB97M-V functional and the def2-TZVPD basis) of a molecular structure, C41H44BiN10P2.

The geometry in XYZ format:
```
98
Properties=species:S:1:pos:R:3
Bi -0.3903 -0.4166 -1.2394
P 2.2675 0.2254 -0.8468
P 0.1389 2.1890 -0.8516
N -0.9071 -4.2352 1.0038
N -2.4658 -0.1155 -0.2324
N -0.4611 -2.3464 0.1333
N 1.7711 1.8328 -1.0577
N -5.9443 2.3851 0.4475
N -7.0000 1.9639 -0.3216
N -0.1126 -4.4592 -0.0589
N -7.2671 2.8531 -1.1854
N 0.1501 -3.3266 -0.5781
N -4.3470 0.6431 0.5547
C -3.5035 -0.5716 -1.0482
C -1.9713 2.9207 -2.4618
C -6.3719 3.9050 -1.0306
C -3.0224 0.6011 0.7437
C 3.6939 0.2833 -3.2549
C 3.5081 1.0687 1.4557
C -4.6697 -0.0912 -0.5687
C 4.1095 -0.2783 -4.4489
C 2.8473 -0.4398 -2.4051
C 2.8716 -2.2888 -3.9592
C -5.2487 5.9573 -1.3747
C -4.4635 4.4576 0.3876
C 0.3312 3.4747 1.5666
C -0.2691 5.9750 0.4916
C -2.8194 -5.8275 1.2818
C 0.0391 2.2096 -3.6260
C -3.8735 -4.7287 1.3772
C -2.7343 -6.4163 -0.1205
C 0.3626 4.5971 2.3741
C -6.2651 5.1037 -1.7399
C 3.5880 0.2373 0.3328
C -1.1306 -2.9379 1.1054
C -5.5024 3.6027 0.0062
C 0.0601 5.8443 1.8343
C 3.6988 -1.5620 -4.8005
C 4.6893 -0.6037 0.1478
C -0.3027 4.8563 -0.3288
C -4.3613 5.6356 -0.3250
C -0.0025 3.6037 0.2125
C 4.5422 1.0770 2.3724
C -0.6352 2.3200 -4.8364
C 5.6434 0.2461 2.1834
C 5.7168 -0.5927 1.0796
C 2.7414 2.9509 -1.2245
C -2.6302 3.0259 -3.6748
C -1.9612 2.7267 -4.8596
C -0.6243 2.5273 -2.4374
C -1.4655 -5.3555 1.8033
C 2.4426 -1.7282 -2.7625
C -5.3219 1.4608 1.3162
C -2.3023 1.2562 1.8671
H 2.6555 1.7233 1.5976
H 4.0452 1.2719 -2.9901
H 4.7668 0.2783 -5.1037
H 1.0794 1.9014 -3.6111
H -2.4942 3.1725 -1.5430
H 2.5694 -3.2927 -4.2251
H -1.2381 1.0657 1.7735
H -3.6621 3.3515 -3.7006
H 0.5787 2.5061 1.9859
H 0.0893 6.7222 2.4666
H -4.8547 -5.1233 1.1173
H 1.8225 -2.3237 -2.0985
H -2.0654 -7.2765 -0.1592
H -0.5513 4.9619 -1.3766
H 4.7525 -1.2508 -0.7176
H -0.7139 -6.1407 1.7714
H -4.7766 1.9895 2.0934
H -1.7184 -2.4663 1.8750
H -0.1193 2.0998 -5.7614
H 4.4988 1.7299 3.2337
H -3.6689 -3.9127 0.6729
H -2.6321 0.8657 2.8310
H -3.3352 -1.1731 -1.9287
H -5.6864 -0.1777 -0.9173
H 0.6215 4.5073 3.4209
H -3.7206 -6.7467 -0.4441
H -6.0641 0.8056 1.7636
H 2.5370 3.4923 -2.1479
H -5.1354 6.9036 -1.8858
H -0.4934 6.9499 0.0800
H -2.4571 2.3359 1.8668
H -2.3804 -5.6831 -0.8515
H 2.6717 3.6342 -0.3793
H 4.0369 -1.9977 -5.7314
H -3.5944 6.3507 -0.0552
H -3.8054 4.2476 1.2228
H -3.0902 -6.6267 1.9779
H -2.4782 2.8167 -5.8059
H -1.5456 -4.9866 2.8254
H -3.9439 -4.3145 2.3868
H 3.7537 2.5579 -1.2562
H -6.9625 5.3465 -2.5304
H 6.4519 0.2579 2.9027
H 6.5774 -1.2327 0.9400
```

Computed properties:
calculated total energy = -82525.0669 eV
LUMO energy = -9.0216 eV
Kohn-Sham gap = 6.3544 eV
maximum force = 0.0077 Eh/bohr
total charge = +3